This record from the Open Molecules 2025 dataset describes C45H53N3OS2Ti as an isolated structure in a non-equilibrium geometry. The level of theory is the ωB97M-V functional and the def2-TZVPD basis.

The net charge is +1. The value obtained for the highest occupied orbital energy (alpha / beta) is -9.46 / -9.49 eV. The value obtained for the frontier orbital gap (alpha / beta) is 6.09 / 6.07 eV. The multiplicity is 2. The calculation puts the electronic energy at -98808.1550 eV.

Geometry (Å):
Ti -0.3702 -0.4258 -0.0881
C 0.7231 1.6973 0.9118
C -0.4727 2.2438 0.4038
C -0.2248 2.5734 -0.9661
C 1.1353 2.2921 -1.2026
C 1.7276 1.7575 -0.0569
C 3.2270 1.5536 0.1689
C 3.9183 1.1221 -1.1389
C 3.8405 2.8820 0.6494
C 3.4650 0.4756 1.2376
C -1.0580 3.2229 -2.0932
C -0.8516 4.7466 -2.0544
C -2.5622 2.9079 -2.0219
C -0.5806 2.6852 -3.4629
C -1.6601 2.5364 1.3436
C -2.0109 4.0364 1.3040
C -2.8704 1.6518 1.0030
C -1.2614 2.2178 2.8059
H 0.8516 1.2888 1.9002
H 1.6724 2.5136 -2.1073
H 3.8204 1.8937 -1.9039
H 3.4812 0.2007 -1.5255
H 4.9840 0.9475 -0.9766
H 3.6836 3.6743 -0.0829
H 4.9137 2.7772 0.8080
H 3.3906 3.2029 1.5880
H 3.0753 -0.4903 0.9150
H 2.9814 0.7442 2.1763
H 4.5299 0.3539 1.4392
H -1.1264 5.1586 -1.0853
H -1.4554 5.2481 -2.8096
H 0.1919 5.0042 -2.2328
H -3.0346 3.3422 -1.1467
H -2.7351 1.8315 -2.0314
H -3.0783 3.3260 -2.8870
H 0.4365 2.9982 -3.6939
H -1.2195 3.0406 -4.2724
H -0.6100 1.5947 -3.4758
H -2.4232 4.3432 0.3490
H -1.1200 4.6392 1.4901
H -2.7470 4.2889 2.0682
H -3.1741 1.7431 -0.0324
H -3.7309 1.9085 1.6193
H -2.6405 0.6003 1.1746
H -0.3770 2.7836 3.1063
H -1.0467 1.1561 2.9345
H -2.0631 2.4719 3.4996
S -2.5480 1.3513 5.0622
C -2.9829 1.5113 6.7022
C -2.4846 0.4852 7.4667
C -1.7349 -0.4428 6.6851
C -1.6732 -0.1103 5.3383
C -0.9948 -0.8220 4.2306
C -1.0084 -0.3793 2.9066
N -0.4004 -1.0004 1.8624
C 0.2653 -2.1263 2.1205
C 0.3596 -2.6844 3.4089
C 1.0797 -3.8741 3.5993
C 1.6959 -4.4940 2.5138
C 1.5943 -3.9269 1.2341
C 2.1926 -4.5024 0.0988
C 2.0683 -3.9051 -1.1636
C 1.3222 -2.7257 -1.1962
N 0.7288 -2.1366 -0.1270
C 0.8691 -2.7338 1.0569
C 2.6736 -4.4600 -2.3962
C 2.6249 -3.9660 -3.6930
C 3.3302 -4.7712 -4.6356
C 3.9058 -5.8673 -4.0415
S 3.5953 -5.9188 -2.3665
C -0.2845 -2.0092 4.4607
H -3.5831 2.3500 7.0278
H -2.6479 0.4013 8.5341
H -1.2642 -1.3184 7.1133
H -1.5261 0.5279 2.6070
H 1.1637 -4.3206 4.5874
H 2.2523 -5.4157 2.6692
H 2.7552 -5.4237 0.2238
H 1.1601 -2.1774 -2.1197
H 2.1058 -3.0586 -3.9761
H 3.4086 -4.5539 -5.6939
H 4.4952 -6.6426 -4.5116
H -0.2210 -2.4274 5.4611
O -2.2367 0.2192 0.0683
C -2.7504 0.5864 -1.2019
C -3.3932 -0.5928 -1.9332
C -2.5196 -1.8464 -2.0235
C -1.2233 -1.6069 -2.7456
C -1.0943 -1.8845 -4.1034
C 0.1248 -1.6302 -4.7258
C 1.1730 -1.1026 -3.9815
C 0.9567 -0.8491 -2.6383
N -0.2138 -1.0881 -2.0089
H -2.7269 -0.4153 0.4071
H -1.9377 1.0252 -1.7884
H -3.4973 1.3725 -1.0490
H -3.6933 -0.2673 -2.9365
H -4.3108 -0.8716 -1.4001
H -3.0810 -2.6423 -2.5283
H -2.3001 -2.2292 -1.0191
H -1.9231 -2.2942 -4.6710
H 0.2553 -1.8423 -5.7829
H 2.1345 -0.8931 -4.4358
H 1.7403 -0.4341 -2.0112
H -1.3169 -1.9102 -0.0881

Atomic partial charges in e from the Mulliken method, atoms 1 to 5: number 1, Ti, carries -0.931; number 2, C, carries -1.580; number 3, C, carries 0.317; number 4, C, carries 1.474; number 5, C, carries -1.223